--- P ---
Density functional theory data (the ωB97M-V functional and the def2-TZVPD basis) for C59H45BrKN10O3P2 as an isolated structure.

Geometry (Å):
Br  1.307  -1.055  -7.102
K  0.011  0.887  -0.153
P  -0.759  -2.618  -1.168
P  1.889  -3.083  1.650
O  -0.601  3.025  -1.205
O  2.298  -0.446  -0.645
O  0.332  -1.301  -1.180
N  1.700  5.012  -6.652
N  1.530  5.182  0.800
N  1.347  5.669  -5.656
N  0.614  -3.558  0.728
N  1.443  2.527  1.668
N  -3.895  5.080  7.842
N  -3.603  -2.342  3.061
N  -2.803  -0.398  1.211
N  1.891  2.379  -2.026
N  -1.210  1.650  2.271
C  -0.117  3.682  -2.166
C  -4.201  3.723  5.890
C  0.422  -2.830  4.155
C  -2.589  5.068  7.591
C  -3.099  -1.172  3.441
C  0.992  -5.837  -2.977
C  -2.174  -0.409  -2.515
C  1.001  5.043  -4.434
C  -1.239  3.550  3.717
C  0.440  2.906  -6.271
C  3.758  -6.923  3.509
C  2.532  4.340  0.591
C  -2.273  3.000  4.464
C  -3.315  -1.560  0.833
C  -4.250  -0.830  -3.669
C  1.657  -1.414  -0.954
C  -2.015  4.413  6.513
C  3.125  3.755  -4.102
C  3.225  -4.584  3.699
C  -3.315  0.057  -3.161
C  0.365  -4.998  -2.065
C  0.354  1.533  -6.407
C  -0.474  -4.232  1.401
C  -2.834  3.717  5.631
C  3.073  -6.964  2.302
C  1.224  3.361  -2.677
C  0.847  -0.096  4.270
C  -0.199  5.432  -3.872
C  2.560  1.484  -7.384
C  3.119  2.100  -2.383
C  -4.034  -2.195  -3.528
C  -2.759  1.757  4.084
C  2.530  -4.608  2.490
C  1.780  4.049  -3.778
C  3.795  2.791  -3.407
C  1.176  -2.225  3.147
C  3.833  -5.724  4.204
C  -0.109  -2.090  5.201
C  2.634  2.864  -7.254
C  -0.735  2.838  2.635
C  0.110  -0.718  5.266
C  -2.199  1.121  2.981
C  1.356  -5.357  -4.226
C  1.087  -4.038  -4.569
C  2.475  -5.819  1.799
C  1.423  0.831  -6.949
C  -3.712  -2.525  1.754
C  -2.908  -2.652  -2.864
C  1.598  3.572  -6.668
C  0.079  -3.679  -2.407
C  -1.950  -1.776  -2.342
C  0.444  -3.207  -3.666
C  0.475  4.687  1.438
C  -0.772  4.762  -2.800
C  -2.712  -0.199  2.528
C  0.430  3.371  1.876
C  2.490  3.019  1.020
C  -4.673  4.414  6.995
C  1.361  -0.844  3.218
H  -0.691  -2.585  5.971
H  -1.034  -3.585  2.097
H  4.825  2.547  -3.631
H  3.398  4.710  0.055
H  1.028  0.971  4.302
H  1.856  -6.006  -4.934
H  -0.374  5.345  1.583
H  0.129  -5.344  -1.068
H  1.208  -6.862  -2.702
H  -1.737  5.062  -2.411
H  -1.217  -4.599  0.678
H  -0.731  6.247  -4.350
H  3.378  0.928  -7.820
H  1.948  -5.848  0.851
H  3.607  1.292  -1.847
H  3.506  3.402  -7.602
H  -2.773  -3.723  -2.743
H  -0.156  -5.107  1.990
H  -4.746  -2.905  -3.930
H  3.615  4.306  -4.895
H  3.292  -3.658  4.259
H  -3.425  -1.736  -0.230
H  -1.960  5.608  8.290
H  0.258  -3.902  4.122
H  0.224  -2.181  -3.941
H  -1.479  0.353  -2.183
H  3.009  -7.894  1.749
H  1.377  -3.649  -5.537
H  -2.977  -1.004  4.504
H  3.312  2.341  0.823
H  -0.535  1.008  -6.085
H  -4.894  3.216  5.233
H  -4.108  -3.471  1.405
H  4.231  -7.815  3.901
H  -5.738  4.431  7.203
H  -0.820  4.516  3.968
H  -0.942  4.431  6.381
H  -3.456  1.125  -3.266
H  2.051  -2.424  -1.102
H  -0.383  3.452  -5.829
H  -3.559  1.282  4.634
H  -5.136  -0.464  -4.173
H  1.939  -0.344  2.447
H  4.367  -5.674  5.146
H  -0.288  -0.141  6.094

Properties
Lowest unoccupied orbital energy, eV: 1.33
Frontier orbital gap, eV: 5.82
Charge: -1

Atomic partial charges in e from the Mulliken method, atoms 1 to 5: -0.211 1.790 1.089 -0.179 -0.719


--- Q ---
Density functional theory data (the ωB97M-V functional and the def2-TZVPD basis) for C59H45BrKN10O3P2 as an isolated structure.

Geometry (Å):
Br  2.050  7.977  -1.794
K  0.298  0.610  0.095
P  0.770  -0.842  2.983
P  1.425  -2.301  0.431
O  -1.818  1.692  -0.116
O  3.372  -0.610  -0.238
O  2.524  1.217  0.759
N  -1.230  -1.866  -0.828
N  1.087  4.558  -3.424
N  -1.322  -1.424  -9.466
N  -0.037  -0.028  -2.649
N  -0.155  2.859  1.700
N  1.700  -2.123  2.193
N  1.057  2.291  -1.833
N  -2.844  7.513  1.820
N  -3.527  6.469  1.962
N  -0.882  -5.550  -1.071
C  -1.907  -0.481  2.455
C  -0.540  7.030  -1.076
C  0.861  -0.242  5.667
C  -1.659  7.490  1.011
C  -3.023  5.205  1.661
C  -1.712  -4.534  -1.793
C  4.377  -4.299  -1.568
C  -3.723  -1.940  3.033
C  -2.294  -4.070  -0.445
C  -1.701  4.713  1.919
C  -1.573  -0.228  -8.936
C  0.635  3.391  -3.875
C  -3.593  3.128  0.509
C  3.210  0.621  -0.103
C  -0.485  -3.688  -2.160
C  0.146  0.908  -3.580
C  0.040  -3.644  0.355
C  -0.555  -2.121  -7.303
C  1.425  -1.717  7.480
C  1.686  -2.729  6.564
C  4.075  -5.480  0.499
C  -0.779  5.325  2.795
C  -0.755  -1.542  -4.347
C  1.492  3.449  -1.361
C  -1.464  -2.556  3.579
C  -3.269  -0.758  2.472
C  0.419  4.721  3.063
C  -2.819  -2.838  3.594
C  1.526  -2.498  5.205
C  1.525  4.580  -2.170
C  -0.552  -0.580  -5.326
C  0.701  3.475  2.481
C  1.107  -1.254  4.744
C  -1.092  -5.467  1.415
C  -1.629  6.871  -0.237
C  3.433  -3.362  -1.169
C  -2.241  2.681  0.517
C  -1.812  -5.450  0.116
C  -0.818  -0.871  -6.757
C  0.541  7.793  -0.656
C  -0.110  -4.579  1.510
C  -0.493  -1.222  -3.020
C  -1.329  3.458  1.399
C  -3.944  4.332  1.085
C  -0.820  -2.344  -8.644
C  -0.988  -1.385  2.988
C  -1.341  0.094  -7.609
C  3.124  -4.548  0.888
C  0.634  2.244  -3.091
C  0.177  -4.465  -0.957
C  -0.092  0.667  -4.928
C  0.528  8.425  0.574
C  4.699  -5.361  -0.736
C  3.112  -1.761  2.506
C  -0.747  -2.237  -1.943
C  -0.585  8.284  1.392
C  -1.374  -2.973  0.114
C  2.784  -3.485  0.055
C  1.010  -0.472  7.027
H  -4.783  -2.162  3.044
H  3.300  -1.965  3.562
H  3.794  -2.359  1.911
H  -1.032  6.259  3.276
H  -0.609  -3.313  -9.080
H  -3.173  -3.758  4.044
H  3.313  -0.709  2.293
H  1.551  -1.896  8.540
H  3.749  1.248  -0.853
H  -4.967  4.687  1.029
H  -3.345  -3.799  -0.371
H  1.908  5.522  -1.794
H  -4.320  2.517  -0.008
H  2.015  -3.701  6.910
H  0.253  3.382  -4.888
H  0.810  0.325  7.732
H  5.444  -6.086  -1.042
H  1.727  -3.286  4.487
H  -1.782  -2.598  1.044
H  -0.041  -3.941  -3.119
H  0.546  0.735  5.315
H  1.823  3.454  -0.329
H  2.645  -4.642  1.854
H  1.632  2.952  2.670
H  -0.531  6.559  -2.050
H  1.369  9.028  0.886
H  -1.151  -2.517  -4.602
H  0.122  1.426  -5.668
H  -2.571  -6.227  0.026
H  4.871  -4.188  -2.525
H  -2.467  6.265  -0.557
H  -1.592  1.081  -7.242
H  -0.628  8.794  2.346
H  1.137  5.183  3.729
H  -1.346  -6.168  2.199
H  -3.960  -0.047  2.037
H  3.207  -2.511  -1.799
H  -0.123  -2.909  -6.700
H  -1.572  0.448  2.007
H  -1.985  0.515  -9.608
H  1.176  -4.851  -1.124
H  -0.771  -3.252  4.032
H  -2.397  -4.874  -2.570
H  0.513  -4.462  2.386
H  4.327  -6.300  1.160

Properties
Lowest unoccupied orbital energy, eV: 1.46
Frontier orbital gap, eV: 5.72
Charge: -1

Atomic partial charges in e from the Mulliken method, atoms 1 to 5: -0.212 2.877 0.043 0.046 -0.619


Pick P: it beats the second-best structure by 133.7 kJ/mol.


--- P ---
Density functional theory data (the ωB97M-V functional and the def2-TZVPD basis) for a 7-piece molecular cluster, C14H42O7 overall.

Geometry (Å):
O  17.900  -17.634  -9.133
O  18.889  -17.823  -12.953
O  16.135  -18.007  -13.480
O  19.977  -15.878  -8.413
O  20.815  -17.113  -14.856
O  18.881  -21.800  -12.114
O  19.238  -19.405  -10.650
C  21.502  -19.092  -11.456
C  14.152  -16.917  -14.357
C  19.910  -15.424  -10.783
C  17.911  -21.386  -13.079
C  20.674  -15.233  -9.507
C  21.110  -15.725  -14.775
C  16.741  -17.332  -9.863
C  15.182  -16.949  -13.239
C  19.831  -14.903  -14.673
C  17.473  -22.588  -13.865
C  15.869  -18.572  -9.994
C  22.087  -15.447  -13.631
C  15.924  -15.652  -13.137
C  20.601  -19.293  -10.259
H  21.349  -19.889  -12.188
H  18.974  -21.082  -11.469
H  16.171  -16.505  -9.422
H  20.900  -20.222  -9.767
H  20.007  -13.832  -14.784
H  15.303  -14.880  -12.674
H  18.380  -16.812  -8.936
H  15.962  -18.415  -14.334
H  21.595  -15.464  -15.723
H  14.643  -16.610  -15.292
H  19.549  -16.443  -10.927
H  19.053  -14.743  -10.827
H  13.364  -16.188  -14.177
H  20.541  -15.173  -11.640
H  18.357  -20.654  -13.772
H  20.696  -18.449  -9.571
H  16.821  -15.778  -12.531
H  16.214  -15.315  -14.132
H  13.723  -17.907  -14.521
H  20.617  -16.065  -7.722
H  16.615  -22.339  -14.495
H  18.276  -22.924  -14.523
H  21.355  -18.135  -11.956
H  14.688  -17.175  -12.290
H  22.830  -16.244  -13.587
H  19.131  -15.231  -15.446
H  22.544  -19.130  -11.127
H  17.205  -23.414  -13.206
H  17.922  -17.891  -13.049
H  18.698  -18.912  -9.998
H  19.335  -15.072  -13.709
H  17.053  -20.904  -12.595
H  16.410  -19.352  -10.534
H  20.128  -17.305  -14.189
H  21.682  -15.645  -9.584
H  19.145  -18.535  -12.345
H  14.976  -18.339  -10.574
H  17.006  -16.991  -10.881
H  21.573  -15.428  -12.660
H  20.749  -14.164  -9.287
H  22.589  -14.484  -13.747
H  15.592  -18.963  -9.015

Properties
Lowest unoccupied orbital energy, eV: 0.55
SMILES string: CC(C)O.CC(C)O.CCO.CCO.CCO.CCO.O
Frontier orbital gap, eV: 10.03

Atomic partial charges in e from the Mulliken method, atoms 1 to 5: -0.659 -0.072 -0.402 -0.580 -0.588


--- Q ---
Density functional theory data (the ωB97M-V functional and the def2-TZVPD basis) for a 7-piece molecular cluster, C14H42O7 overall.

Geometry (Å):
O  2.420  5.224  -2.256
O  1.258  0.544  -1.377
O  -2.279  1.082  1.205
O  3.357  -6.412  -1.152
O  3.555  1.868  -0.091
O  -1.032  -1.157  2.577
O  -5.004  0.991  1.461
C  -2.115  -3.016  3.677
C  -0.478  2.727  1.245
C  -5.708  0.172  0.450
C  4.730  1.374  -0.635
C  -4.598  -0.197  -0.501
C  0.183  4.544  -2.970
C  0.952  -0.488  -0.538
C  1.230  4.718  -1.856
C  2.011  -4.397  -0.703
C  -0.154  -1.214  -1.434
C  2.623  -5.615  -0.040
C  -2.000  2.383  0.916
C  -2.110  -1.976  2.436
C  4.873  -0.121  -0.632
H  -0.616  -2.141  -0.951
H  -2.908  -3.810  3.763
H  -1.236  -0.319  2.059
H  1.346  -3.965  0.005
H  1.476  3.666  -1.352
H  1.490  -4.571  -1.737
H  -1.035  -3.483  3.732
H  5.736  -0.568  -0.947
H  -0.597  3.756  0.990
H  5.526  1.851  -0.070
H  -5.779  1.332  1.839
H  -0.210  5.575  -3.294
H  -2.330  -2.217  4.538
H  3.854  -7.009  -0.918
H  -6.400  0.643  -0.012
H  0.650  -0.296  0.557
H  -2.505  2.991  1.678
H  0.235  -1.305  -2.341
H  0.468  3.872  -3.697
H  -3.720  -0.876  -0.246
H  1.850  0.966  -0.885
H  3.824  2.660  -0.129
H  -2.978  -1.354  2.491
H  -4.076  0.852  -0.674
H  -2.235  2.679  0.022
H  1.642  -6.247  0.287
H  3.340  -5.430  0.721
H  1.605  -1.404  -0.576
H  -5.959  -0.749  0.914
H  -1.148  -0.666  -1.582
H  4.712  1.724  -1.678
H  -0.375  2.816  2.272
H  3.115  5.133  -1.475
H  -0.746  4.232  -2.323
H  4.755  -0.439  0.358
H  4.249  -0.626  -1.237
H  -2.302  -2.435  1.489
H  -5.057  -0.629  -1.415
H  0.243  2.114  0.848
H  2.831  -3.672  -1.070
H  0.886  5.385  -1.098
H  -3.343  0.923  1.347

Properties
Lowest unoccupied orbital energy, eV: 0.44
SMILES string: CCO.CCO.CCO.CCO.CCO.CCO.CCO
Frontier orbital gap, eV: 9.85

Atomic partial charges in e from the Mulliken method, atoms 1 to 5: -0.565 -0.411 -0.285 -0.457 -0.457


Pick P: it beats the second-best structure by 955.4 kJ/mol.